Record 1
Density functional theory data (ωB97M-V with the def2-TZVPD basis set) for C8H8O2 in the gas phase in a non-equilibrium geometry.

Computed properties:
LUMO level = -1.3611 eV
SMILES = CC1=C(C)C(=O)C=CC1=O
E_HOMO = -0.3636 Ha
ΔE to the lowest compared entry with this formula, charge and spin = 0.0 kcal per mole

Structure (XYZ):
```
18
C8H8O2 (ωB97M-V with the def2-TZVPD basis set)
C 1.725 -0.017 -1.490
C 0.686 0.056 -0.232
C -0.674 -0.054 -0.350
C -1.418 -0.244 -1.599
C -1.550 0.179 0.872
C -0.860 0.243 2.158
C 0.449 0.094 2.286
C 1.351 -0.019 1.101
H 2.760 0.191 -1.134
H 1.548 0.667 -2.314
H 1.590 -1.002 -1.910
H -2.057 0.646 -1.778
H -0.699 -0.397 -2.441
H -2.078 -1.096 -1.485
H -1.503 0.437 3.034
H 0.955 0.211 3.267
O -2.764 0.299 0.764
O 2.540 -0.194 1.249
```

Record 2
Density functional theory data (ωB97M-V with the def2-TZVPD basis set) for C14H12ClN3O2S in the gas phase.

Computed properties:
LUMO level = 0.1307 eV
SMILES = N#CC1=C(SCC(N)=O)NC(=O)C[C@@H]1c1ccccc1Cl
E_HOMO = -0.3231 Ha
ΔE to the lowest compared entry with this formula, charge and spin = 11.8 kcal per mole

Structure (XYZ):
```
33
C14H12ClN3O2S (ωB97M-V with the def2-TZVPD basis set)
N 1.728 -0.018 -2.598
C 1.140 -0.159 -1.621
C 0.422 -0.306 -0.426
C 0.139 -1.519 0.086
N -0.631 -1.682 1.208
C -1.128 -0.643 1.962
O -1.945 -0.840 2.826
C -0.451 0.685 1.716
H -1.108 1.480 2.070
C 0.020 0.969 0.281
C -0.968 1.761 -0.549
C -0.595 3.017 -1.018
C -1.448 3.789 -1.783
C -2.709 3.314 -2.100
C -3.104 2.069 -1.650
C -2.239 1.302 -0.885
Cl -2.797 -0.252 -0.361
H -4.082 1.682 -1.890
H -3.384 3.908 -2.697
H -1.128 4.758 -2.132
H 0.389 3.392 -0.778
H 0.924 1.585 0.353
H 0.431 0.662 2.366
H -0.961 -2.613 1.427
S 0.749 -3.034 -0.623
C 2.544 -2.748 -0.378
C 2.752 -2.414 1.087
O 2.716 -1.280 1.508
N 2.916 -3.489 1.885
H 2.908 -4.429 1.531
H 3.015 -3.347 2.877
H 2.855 -1.925 -1.019
H 3.032 -3.673 -0.676
```

Record 3
Density functional theory data (ωB97M-V with the def2-TZVPD basis set) for C5H8O in the gas phase.

Computed properties:
LUMO level (alpha / beta) = 0.7564 / 0.3916 eV
E_HOMO (alpha / beta) = -0.2662 / -0.2607 Ha
ΔE to the lowest compared entry with this formula, charge and spin = 92.5 kcal per mole

Structure (XYZ):
```
14
C5H8O (ωB97M-V with the def2-TZVPD basis set)
O -1.768 0.536 0.856
C -1.105 0.589 -0.321
C 0.208 1.244 -0.353
C 1.133 0.333 0.438
C 1.027 -1.002 0.237
C -0.080 -1.583 -0.478
H -1.153 0.740 1.583
H -1.790 0.529 -1.156
H 0.195 2.265 0.065
H 0.532 1.315 -1.399
H 1.835 0.769 1.148
H 1.896 -1.621 0.513
H 0.161 -2.514 -1.026
H -1.090 -1.601 -0.108
```

Record 4
Density functional theory data (ωB97M-V with the def2-TZVPD basis set) for a 4-piece molecular cluster, C23H24ClF3NO2S overall.

Computed properties:
LUMO level = 2.4351 eV
net charge = -1
E_HOMO = -0.1781 Ha

Structure (XYZ):
```
55
C23H24ClF3NO2S (ωB97M-V with the def2-TZVPD basis set)
O 1.334 -3.120 3.859
C 0.910 -2.655 2.781
O 1.545 -2.061 1.890
C -0.594 -2.927 2.543
N -1.246 -2.015 1.592
S -0.998 -0.373 1.959
C -2.663 -2.349 1.374
C -3.615 -2.093 2.550
C -4.603 -3.210 2.885
Cl -3.912 -4.854 2.852
H -0.654 -3.930 2.112
H -1.097 -2.940 3.515
H -1.372 -0.274 3.258
H -2.683 -3.393 1.065
H -2.980 -1.757 0.516
H -3.078 -1.817 3.455
H -4.229 -1.227 2.293
H -4.967 -3.067 3.901
H -5.480 -3.188 2.241
F -0.540 2.711 -2.347
C 0.559 2.636 -1.547
C 1.720 3.251 -1.964
C 2.841 3.170 -1.148
C 2.783 2.477 0.054
C 1.599 1.868 0.448
C 0.470 1.952 -0.354
H 1.744 3.777 -2.910
H 3.763 3.644 -1.457
H 3.662 2.402 0.680
H 1.550 1.309 1.374
H -0.456 1.476 -0.064
F -5.078 2.277 -7.080
C -4.528 2.851 -5.986
C -3.399 2.285 -5.429
C -2.836 2.879 -4.308
C -3.412 4.018 -3.762
C -4.549 4.567 -4.339
C -5.116 3.984 -5.463
H -2.972 1.393 -5.869
H -1.950 2.456 -3.860
H -2.971 4.475 -2.887
H -5.000 5.453 -3.911
H -5.999 4.397 -5.932
F 5.421 0.626 2.060
C 5.563 -0.718 1.925
C 4.507 -1.541 2.253
C 4.661 -2.909 2.104
C 5.863 -3.430 1.641
C 6.915 -2.580 1.320
C 6.768 -1.207 1.459
H 3.569 -1.137 2.610
H 3.828 -3.552 2.354
H 5.980 -4.501 1.527
H 7.853 -2.985 0.960
H 7.569 -0.523 1.208
```

Record 5
Density functional theory data (ωB97M-V with the def2-TZVPD basis set) for C10H25F6NO9S2V as an isolated structure in a non-equilibrium geometry.

Computed properties:
LUMO level (alpha / beta) = -1.3926 / -1.3745 eV
spin multiplicity = 4
expectation value of S² = 3.7551
E_HOMO (alpha / beta) = -0.3587 / -0.3587 Ha
ΔE to the lowest compared entry with this formula, charge and spin = 59.1 kcal per mole

Structure (XYZ):
```
54
C10H25F6NO9S2V (ωB97M-V with the def2-TZVPD basis set)
V 1.483 1.493 0.686
C 1.228 5.169 -1.545
F 1.619 5.820 -0.459
F 0.615 6.020 -2.348
F 2.265 4.639 -2.170
S 0.005 3.810 -1.089
O -1.294 4.402 -1.189
O 0.309 2.705 -1.948
N 0.554 3.349 0.477
S -0.208 4.166 1.642
O 0.560 4.013 2.850
O -0.616 5.521 1.391
C -1.827 3.185 1.927
F -2.814 4.010 2.213
F -2.142 2.571 0.773
F -1.681 2.275 2.871
O 0.078 0.138 -0.005
H -0.850 0.361 -0.128
C -0.812 -1.956 -4.416
C -0.727 -1.720 -2.916
O -0.535 -0.333 -2.698
H -1.142 -2.961 -4.675
H 0.112 -1.691 -4.931
H -1.543 -1.271 -4.855
H 0.051 -2.335 -2.453
H -1.679 -2.043 -2.473
H -0.262 -0.206 -1.773
C 0.485 -3.514 2.171
C 0.479 -3.403 0.654
O 1.163 -2.226 0.243
H -0.178 -2.783 2.638
H 1.483 -3.348 2.577
H 0.142 -4.504 2.480
H -0.510 -3.487 0.204
H 1.070 -4.240 0.272
H 0.594 -1.441 0.065
C -4.483 -1.531 0.668
C -3.292 -0.588 0.572
O -2.158 -1.289 1.076
H -5.319 -1.112 0.107
H -4.755 -1.736 1.702
H -4.214 -2.487 0.216
H -3.466 0.307 1.171
H -3.134 -0.329 -0.481
H -1.320 -0.910 0.762
C 4.665 -1.666 0.715
C 3.991 -0.711 1.675
O 2.717 -0.322 1.136
H 4.072 -2.555 0.503
H 5.659 -1.944 1.072
H 4.854 -1.205 -0.258
H 4.573 0.197 1.832
H 3.887 -1.163 2.664
H 2.247 -1.139 0.805
```

Record 6
Density functional theory data (ωB97M-V with the def2-TZVPD basis set) for C10H26BIInNO6S2 as an isolated structure in a non-equilibrium geometry.

Computed properties:
LUMO level = -1.6513 eV
E_HOMO = -0.2540 Ha

Structure (XYZ):
```
48
C10H26BIInNO6S2 (ωB97M-V with the def2-TZVPD basis set)
O 4.159 1.608 -2.894
S 2.753 1.544 -3.167
O 2.289 1.447 -4.515
O 2.082 2.841 -2.554
C 2.011 0.214 -2.236
C 3.018 -0.739 -1.583
C 2.400 -1.525 -0.422
C 2.477 -0.854 0.958
In 0.775 0.391 1.656
S 0.680 2.639 0.541
C 1.055 0.797 3.824
C 1.899 2.041 4.079
C 3.297 1.990 3.500
I 4.519 0.479 4.407
B -1.241 -0.632 1.269
O -1.524 -1.522 0.170
O -2.385 -0.396 1.995
H 2.701 3.242 -1.922
H 1.343 0.650 -1.490
H 1.406 -0.310 -2.974
H 3.361 -1.439 -2.345
H 3.877 -0.180 -1.215
H 2.965 -2.464 -0.376
H 1.371 -1.812 -0.688
H 3.395 -0.267 1.034
H 2.525 -1.645 1.709
H 1.801 3.208 0.997
H 0.060 0.943 4.247
H 1.515 -0.081 4.282
H 1.969 2.277 5.147
H 1.403 2.896 3.603
H 3.843 2.909 3.696
H 3.298 1.804 2.428
H -0.757 -2.075 -0.021
H -3.100 -0.534 1.353
C -6.179 -0.635 -1.755
C -4.959 -0.588 -0.905
O -4.816 -0.040 0.133
N -3.716 -1.288 -1.498
C -3.932 -2.511 -2.315
H -6.918 0.024 -1.309
H -5.957 -0.305 -2.771
H -6.573 -1.651 -1.799
H -3.223 -0.576 -2.046
H -3.041 -1.467 -0.712
H -2.973 -2.821 -2.721
H -4.621 -2.290 -3.124
H -4.330 -3.293 -1.674
```

Record 7
Density functional theory data (ωB97M-V with the def2-TZVPD basis set) for a 3-piece molecular cluster, C4H14N2O overall in a non-equilibrium geometry.

Computed properties:
LUMO level = 0.8182 eV
E_HOMO = -0.2655 Ha
ΔE to the lowest compared entry with this formula, charge and spin = 82.6 kcal per mole

Structure (XYZ):
```
21
C4H14N2O (ωB97M-V with the def2-TZVPD basis set)
C -0.363 1.850 0.643
C -1.208 0.841 -1.229
N -1.155 1.170 1.616
O 0.879 1.763 0.750
H 1.105 0.034 0.580
H -0.815 2.735 0.181
H -0.759 1.269 2.544
H -2.144 1.374 1.562
H -2.196 1.252 -1.012
H -0.722 1.497 -1.955
H -1.418 -0.112 -1.742
C 0.243 -1.874 0.759
C 1.722 -1.068 -1.061
N 0.734 -0.732 -0.025
H -0.143 -0.099 -0.499
H -0.266 -2.576 0.098
H 2.023 -0.148 -1.557
H -0.455 -1.498 1.503
H 1.069 -2.388 1.257
H 2.598 -1.549 -0.621
H 1.271 -1.741 -1.792
```

Record 8
Density functional theory data (ωB97M-V with the def2-TZVPD basis set) for C6H5ClF2O in the gas phase in a non-equilibrium geometry.

Computed properties:
LUMO level = -0.3945 eV
SMILES = CC(=O)C1=C(Cl)C(F)(F)C1
E_HOMO = -0.3672 Ha

Structure (XYZ):
```
15
C6H5ClF2O (ωB97M-V with the def2-TZVPD basis set)
C -0.441 0.022 -0.007
C -1.305 -1.018 -0.243
C -0.462 1.426 -0.472
C 0.586 -0.904 0.674
C -0.420 -2.035 0.453
C 0.877 2.157 -0.353
O -1.478 1.925 -0.820
F 0.008 -3.055 -0.285
F -0.801 -2.642 1.611
Cl -2.621 -1.246 -1.277
H 1.604 -1.007 0.211
H 1.030 -0.638 1.667
H 0.652 3.056 -0.971
H 1.653 1.514 -0.794
H 1.118 2.444 0.607
```

Record 9
Density functional theory data (ωB97M-V with the def2-TZVPD basis set) for an isolated ion of composition C6H6N and charge +1 in a non-equilibrium geometry.

Computed properties:
LUMO level (alpha / beta) = -6.3566 / -8.2304 eV
net charge = +1
E_HOMO (alpha / beta) = -0.5290 / -0.5020 Ha
ΔE to the lowest compared entry with this formula, charge and spin = 188.9 kcal per mole

Structure (XYZ):
```
13
C6H6N (ωB97M-V with the def2-TZVPD basis set)
C -0.716 0.986 2.059
C -1.065 2.188 1.784
C 0.082 -0.099 2.528
C -0.307 -0.251 1.325
C -0.439 -0.620 -0.068
C 0.797 0.010 -2.135
N 0.140 0.380 -0.966
H 0.381 -0.587 3.427
H -0.039 -1.765 -0.188
H -1.590 -0.368 -0.204
H 0.135 0.328 -2.953
H 1.509 0.823 -2.294
H 1.111 -1.025 -2.314
```

Record 10
Density functional theory data (ωB97M-V with the def2-TZVPD basis set) for C8H10N4OS in the gas phase in a non-equilibrium geometry.

Computed properties:
LUMO level = 0.4461 eV
SMILES = CSc1nc2c(ncn2C)c(=O)n1C
E_HOMO = -0.3047 Ha
ΔE to the lowest compared entry with this formula, charge and spin = 0.0 kcal per mole

Structure (XYZ):
```
24
C8H10N4OS (ωB97M-V with the def2-TZVPD basis set)
O 3.196 -0.984 0.685
N 2.493 0.813 -1.703
N -0.560 0.058 -0.082
S -1.812 -1.323 1.718
C 2.084 -0.782 0.328
C 1.670 1.639 -2.362
C -0.307 -0.868 0.752
C 1.689 0.189 -0.741
C 0.390 0.613 -0.875
N 1.033 -1.367 1.062
N 0.339 1.515 -1.881
C -3.292 -1.068 0.786
C 1.263 -2.094 2.299
C -0.616 2.558 -1.684
H 2.028 2.430 -2.983
H -3.142 -1.164 -0.221
H -4.207 -1.700 1.085
H -3.648 -0.070 0.903
H 0.427 -2.747 2.500
H 2.210 -2.727 2.155
H 1.264 -1.475 3.250
H -1.626 2.156 -1.667
H -0.387 3.074 -0.839
H -0.489 3.324 -2.487
```

Record 11
Density functional theory data (ωB97M-V with the def2-TZVPD basis set) for C41H40N12O2Sr as an isolated structure in a non-equilibrium geometry.

Computed properties:
LUMO level = -5.9372 eV
net charge = +2
E_HOMO = -0.4975 Ha
ΔE to the lowest compared entry with this formula, charge and spin = 0.0 kcal per mole

Structure (XYZ):
```
96
C41H40N12O2Sr (ωB97M-V with the def2-TZVPD basis set)
Sr -0.463 1.217 0.548
C 3.348 2.492 -1.894
C 2.562 2.585 -0.751
N 2.089 1.504 -0.143
C 2.432 0.314 -0.639
C 3.183 0.239 -1.820
N 3.613 1.318 -2.440
C 1.988 -0.891 0.079
C 2.757 -2.045 0.036
C 2.323 -3.197 0.699
C 1.127 -3.071 1.417
C 0.400 -1.884 1.410
N 0.832 -0.813 0.746
C -0.974 -1.723 2.063
C -1.206 -2.694 3.228
N -1.964 -2.431 4.197
C -2.506 -1.184 4.335
C -1.964 -0.156 3.659
N -1.033 -0.355 2.611
C 3.052 -4.469 0.599
C 4.118 -4.627 -0.295
C 4.739 -5.862 -0.406
N 4.374 -6.922 0.287
C 3.381 -6.788 1.144
C 2.696 -5.598 1.344
H 3.760 3.359 -2.389
H 2.318 3.544 -0.315
H 3.412 -0.707 -2.292
H 3.703 -2.024 -0.477
H 0.777 -3.916 1.983
H -0.690 -3.639 3.260
H -3.260 -1.081 5.095
H -2.112 0.876 3.946
H 4.468 -3.819 -0.915
H 5.561 -6.010 -1.093
H 3.116 -7.682 1.690
H 1.907 -5.583 2.078
C -3.538 2.397 1.055
N -3.012 1.179 0.430
C -3.441 1.184 -0.970
C -3.619 0.011 1.100
C -3.145 -1.322 0.564
C -3.982 -1.886 -0.407
C -3.731 -3.094 -1.020
C -2.627 -3.819 -0.619
C -1.811 -3.307 0.368
C -2.015 -2.056 0.966
H -4.633 2.408 1.045
H -3.188 3.269 0.502
H -3.203 2.474 2.090
H -4.534 1.193 -1.048
H -3.063 0.299 -1.476
H -3.056 2.067 -1.477
H -4.708 0.054 0.963
H -3.427 0.089 2.169
H -4.885 -1.359 -0.680
H -4.403 -3.479 -1.769
H -2.404 -4.779 -1.054
H -0.991 -3.923 0.695
O -0.010 4.088 -6.884
N 0.324 4.452 -5.787
O 0.797 5.524 -5.498
C 0.152 3.474 -4.710
C 0.208 2.165 -5.069
C 0.046 1.136 -4.107
C 0.083 -0.224 -4.461
C -0.155 -1.169 -3.493
C -0.407 -0.737 -2.189
N -0.405 0.526 -1.823
C -0.198 1.471 -2.754
C -0.263 2.860 -2.373
N -0.525 3.150 -1.087
C -0.630 4.413 -0.730
C -0.481 5.479 -1.616
C -0.209 5.211 -2.937
C -0.086 3.873 -3.354
H 0.358 1.901 -6.107
H 0.279 -0.501 -5.485
H -0.166 -2.221 -3.726
H -0.630 -1.457 -1.412
H -0.860 4.600 0.311
H -0.585 6.494 -1.271
H -0.077 6.020 -3.638
N 1.085 0.325 4.277
C 1.873 1.547 4.110
C 0.980 2.756 3.822
N 0.657 2.885 2.389
H 1.701 -0.464 4.451
H -0.103 -0.115 3.022
H 0.500 0.423 5.106
H 2.558 1.393 3.272
H 2.476 1.765 5.000
H 1.499 3.658 4.174
H 0.047 2.661 4.384
H 1.546 2.991 1.905
H 0.173 3.772 2.277
```

Record 12
Density functional theory data (ωB97M-V with the def2-TZVPD basis set) for C25H32N5O2S3 as an isolated structure in a non-equilibrium geometry.

Computed properties:
LUMO level = 2.0992 eV
net charge = -1
E_HOMO = -0.1069 Ha

Structure (XYZ):
```
67
C25H32N5O2S3 (ωB97M-V with the def2-TZVPD basis set)
C -1.113 -1.278 5.003
N -0.884 0.007 4.337
C -1.511 1.102 4.917
S -2.627 0.942 6.162
N -1.073 2.332 4.447
C -1.740 3.502 5.027
C -0.375 2.492 3.222
O -0.352 3.586 2.650
C 0.400 1.333 2.753
C 1.131 1.416 1.609
C 2.075 0.352 1.244
C 1.586 -0.921 0.893
C 2.417 -1.908 0.391
C 3.830 -1.686 0.390
N 4.673 -2.652 -0.074
C 4.171 -3.778 -0.826
C 2.852 -4.299 -0.285
C 1.827 -3.176 -0.140
C 6.087 -2.411 -0.226
C 6.633 -1.523 0.868
C 5.814 -0.233 1.023
C 4.347 -0.444 0.857
C 3.457 0.576 1.163
C 0.360 0.151 3.654
O 1.268 -0.664 3.815
H -0.544 -2.050 4.486
H -0.815 -1.219 6.059
H -2.185 -1.483 4.967
H -1.311 4.408 4.607
H -2.822 3.460 4.836
H -1.604 3.449 6.113
H 1.070 2.325 0.988
H 0.519 -1.154 1.017
H 4.030 -3.477 -1.877
H 4.942 -4.553 -0.779
H 2.471 -5.071 -0.957
H 3.005 -4.754 0.699
H 1.009 -3.492 0.522
H 1.362 -2.962 -1.116
H 6.561 -3.395 -0.206
H 6.279 -1.955 -1.206
H 6.606 -2.055 1.827
H 7.674 -1.281 0.637
H 6.022 0.213 2.008
H 6.156 0.505 0.284
H 3.809 1.575 1.430
C -0.575 -1.878 -7.129
N -0.191 -1.255 -5.891
C 0.279 0.086 -6.113
C 0.886 0.651 -4.844
N 0.049 0.399 -3.673
C 0.529 0.973 -2.490
S 1.710 2.163 -2.413
S 0.033 0.758 -0.877
C -0.567 -0.929 -3.557
C -1.194 -1.359 -4.868
H -0.868 -2.915 -6.940
H -1.417 -1.344 -7.601
H 0.289 -1.843 -7.801
H 1.030 0.025 -6.921
H -0.544 0.747 -6.466
H 1.871 0.169 -4.716
H 1.031 1.732 -4.988
H 0.213 -1.670 -3.294
H -1.346 -0.916 -2.779
H -2.081 -0.738 -5.079
H -1.508 -2.407 -4.826
```